(1)
Density functional theory data (wB97M-V/def2-TZVPD) for a structure of composition C4H5NOS at a distorted geometry.

Structure (XYZ):
```
12
C4H5NOS, DFT wB97M-V/def2-TZVPD
C 0.9846 -0.7983 0.8943
C 0.3803 0.3464 1.2377
C 1.2820 -0.8234 -0.5225
C -2.3854 0.4039 -0.7703
N 0.9302 0.1932 -1.2156
O 0.3130 2.5778 -0.3759
S -0.0492 1.1888 -0.2961
H 1.2496 -1.6085 1.5512
H -0.0200 0.6425 2.1856
H 1.7719 -1.6586 -0.9992
H -2.3403 -0.3635 0.0204
H -2.1169 -0.1002 -1.7096
```

Computed properties:
Strongest force on any atom   1.90 eV Å⁻¹
M   115.16 u
Calculated total energy   -683.372665 hartree
Gap between HOMO and LUMO (alpha / beta)   7.518 / 7.517 eV

---

(2)
Density functional theory data (wB97M-V/def2-TZVPD) for a cluster of 3 separate species, C3O4 in total at a distorted geometry.

Structure (XYZ):
```
7
C3O4, DFT wB97M-V/def2-TZVPD
C 1.8165 0.6756 -0.1629
C -0.8517 1.4254 0.8201
C -1.0925 -1.6533 -0.9484
O -1.8276 -1.1219 -1.6501
O 2.5161 1.1461 0.5575
O -0.2073 1.5537 1.7558
O -0.3296 -2.1778 -0.2944
```

Computed properties:
Strongest force on any atom   3.02 eV Å⁻¹
M   100.03 u
Calculated total energy   -415.298312 hartree
Gap between HOMO and LUMO   13.561 eV

---

(3)
Density functional theory data (wB97M-V/def2-TZVPD) for an isolated molecule of CHNO4S at a distorted geometry.

Structure (XYZ):
```
8
CHNO4S, DFT wB97M-V/def2-TZVPD
C 2.3360 0.6359 -0.2929
N 1.3830 0.0711 0.0006
O 0.2968 -0.2724 0.4470
O -1.5596 -0.7244 -1.2544
O -2.0456 1.0267 0.4466
O -1.9951 -1.3829 1.1043
S -1.7847 -0.3606 0.1183
H 3.3693 1.0066 -0.5696
```

Computed properties:
Strongest force on any atom   2.56 eV Å⁻¹
M   123.09 u
Calculated total energy   -792.456845 hartree
Gap between HOMO and LUMO   11.330 eV